No. 1
{
  "formula": "C22H26N3NaO4",
  "method": "wB97M-V/def2-TZVPD",
  "homo_energy_ev": 0.511,
  "max_force_ev_per_a": 0.26,
  "mol_weight_g_mol": 419.46,
  "relative_energy_kj_mol": 46.7,
  "orbital_gap_ev": 3.5,
  "charge": -2,
  "species": ["Na", "O", "C", "C", "C", "C", "C", "C", "C", "N", "C", "C", "N", "C", "C", "C", "C", "C", "C", "C", "O", "H", "H", "H", "H", "H", "H", "H", "H", "H", "H", "H", "H", "H", "H", "N", "C", "O", "C", "C", "H", "H", "H", "H", "H", "H", "C", "C", "C", "O", "H", "H", "H", "H", "H", "H"],
  "coordinates": [[0.0949, -0.4665, -0.1365], [2.2321, -1.2747, -0.6464], [3.3201, -0.8116, -1.0648], [4.1763, -1.5849, -1.9339], [5.3711, -1.1175, -2.4090], [5.8449, 0.1646, -2.0736], [5.0585, 0.9389, -1.2484], [3.8308, 0.5036, -0.7325], [3.1281, 1.4256, 0.1360], [2.0313, 1.2272, 0.7504], [1.5378, 2.2827, 1.5982], [0.0453, 2.5099, 1.3645], [-0.6732, 1.2738, 1.5620], [-1.4653, 1.1979, 2.5498], [-2.2606, 0.0479, 2.9497], [-3.1190, 0.2238, 4.0404], [-3.9631, -0.7646, 4.5071], [-3.9483, -1.9998, 3.8345], [-3.1128, -2.2254, 2.7720], [-2.1768, -1.2380, 2.2811], [-1.3633, -1.5124, 1.3691], [3.8121, -2.5681, -2.2087], [5.9624, -1.7485, -3.0674], [6.7867, 0.5333, -2.4607], [5.3930, 1.9379, -0.9754], [3.6456, 2.3966, 0.2653], [2.0851, 3.2318, 1.4562], [1.6624, 1.9778, 2.6450], [-0.1040, 2.8330, 0.3298], [-0.3105, 3.3107, 2.0371], [-1.6039, 2.0858, 3.1987], [-3.1107, 1.1939, 4.5354], [-4.6150, -0.5937, 5.3547], [-4.6123, -2.7947, 4.1639], [-3.1001, -3.1844, 2.2665], [-2.6623, 1.0409, -2.9907], [-1.4685, 0.4240, -3.0824], [-0.7541, 0.2641, -2.0844], [-1.0882, -0.0434, -4.4912], [-1.9679, 0.2791, -5.6877], [-3.0784, 1.1685, -2.0817], [-3.2014, 1.0308, -3.8494], [-1.0079, -1.1331, -4.3752], [-0.0498, 0.2874, -4.6161], [-2.9256, -0.2640, -5.6500], [-2.1670, 1.3571, -5.7789], [-5.6045, 0.3507, 1.4763], [-4.7078, 1.3612, 0.8031], [-4.4415, 2.6526, 1.5368], [-4.2164, 1.1317, -0.2743], [-6.1368, 0.7651, 2.3315], [-4.9761, -0.4711, 1.8257], [-6.3064, -0.0464, 0.7430], [-5.3709, 3.2264, 1.5983], [-3.6803, 3.2267, 1.0142], [-4.1201, 2.4340, 2.5563]],
  "forces_ev_per_angstrom": [[0.21, 0.03, 0.15], [-0.11, -0.03, 0.00], [0.03, 0.01, 0.03], [0.02, 0.00, 0.00], [0.00, -0.01, 0.00], [0.00, 0.01, 0.00], [0.01, 0.00, 0.00], [-0.03, 0.01, -0.01], [0.01, -0.01, 0.04], [-0.05, -0.03, -0.09], [0.01, 0.01, 0.01], [0.00, 0.00, -0.01], [-0.08, 0.00, -0.03], [0.04, 0.00, 0.01], [-0.02, 0.00, -0.03], [-0.01, 0.00, -0.01], [0.00, 0.00, -0.01], [0.00, 0.00, 0.01], [0.02, -0.01, 0.02], [0.07, -0.02, 0.05], [-0.08, 0.03, -0.07], [0.00, 0.00, 0.00], [0.00, 0.00, 0.00], [0.00, 0.00, 0.00], [0.00, 0.00, 0.00], [0.00, -0.01, 0.00], [-0.01, 0.00, 0.00], [0.01, 0.01, 0.00], [0.00, 0.00, 0.00], [0.00, 0.00, 0.00], [0.00, 0.00, 0.00], [-0.01, 0.01, 0.00], [0.00, 0.00, 0.00], [0.00, 0.00, 0.00], [0.00, 0.00, 0.00], [0.07, -0.09, 0.02], [-0.13, 0.15, 0.06], [0.05, -0.08, -0.10], [-0.07, -0.09, -0.02], [-0.01, 0.01, 0.02], [-0.02, 0.04, -0.01], [0.00, 0.00, 0.00], [0.07, 0.01, 0.01], [0.00, 0.03, 0.00], [0.02, 0.03, 0.01], [0.01, 0.01, -0.03], [-0.04, 0.05, -0.03], [0.08, -0.10, 0.12], [0.01, 0.00, 0.01], [-0.09, 0.08, -0.14], [0.00, 0.00, 0.00], [0.02, -0.01, 0.04], [0.01, -0.02, 0.00], [0.00, 0.00, 0.00], [0.01, 0.00, 0.00], [-0.01, 0.00, -0.01]],
  "nbo_charge": [0.9233, -0.7472, 0.4313, -0.3220, -0.1965, -0.3638, -0.1649, -0.2075, 0.1222, -0.4653, -0.2285, -0.2370, -0.4422, 0.1316, -0.3016, -0.1121, -0.3871, -0.2056, -0.3320, 0.4413, -0.7332, 0.1998, 0.1823, 0.1837, 0.1773, 0.1076, 0.1481, 0.1784, 0.2035, 0.1436, 0.1088, 0.1735, 0.1877, 0.1870, 0.2049, -0.8461, 0.6832, -0.7554, -0.5324, -1.0113, 0.4105, 0.4056, 0.2068, 0.2034, 0.1263, 0.1276, -0.7339, 0.6146, -0.7214, -0.5554, 0.2025, 0.2791, 0.2250, 0.2116, 0.2350, 0.2353]
}



No. 2
{
  "formula": "C19H33Br2ClN7O4S",
  "method": "wB97M-V/def2-TZVPD",
  "homo_energy_ev": -11.163,
  "max_force_ev_per_a": 6.56,
  "mol_weight_g_mol": 650.85,
  "orbital_gap_ev": 6.7,
  "charge": 1,
  "species": ["C", "C", "C", "Br", "N", "C", "N", "C", "C", "C", "C", "Cl", "C", "C", "C", "O", "Br", "C", "O", "N", "C", "C", "C", "C", "S", "C", "N", "N", "C", "O", "H", "H", "H", "H", "H", "H", "H", "H", "H", "H", "H", "H", "H", "H", "H", "H", "H", "H", "H", "H", "H", "H", "H", "H", "H", "H", "H", "H", "H", "C", "O", "N", "N", "H", "H", "H", "H"],
  "coordinates": [[-2.9124, 5.3163, -2.1726], [-3.2043, 3.7514, -2.4321], [-1.8071, 2.9417, -2.2014], [-0.6717, 2.9517, -3.8351], [-2.1999, 1.5344, -1.8771], [-1.5761, 0.7837, -0.9721], [-2.1388, -0.5669, -0.7669], [-1.0507, -1.5870, -0.5325], [-1.5511, -2.9575, -1.1888], [-2.7411, -3.6387, -0.3030], [-2.1525, -4.7406, 0.7291], [-1.4486, -6.2027, -0.1801], [0.2915, -0.9863, -1.1925], [1.4266, -2.1448, -1.0215], [2.9164, -1.5928, -1.1546], [3.3007, -1.0592, -2.2249], [4.1245, -1.8378, 0.4341], [0.7310, 0.4252, -0.5878], [1.5496, 1.2037, -1.5144], [-0.4399, 1.3192, -0.2111], [-0.6260, 1.1968, 1.2726], [-2.0598, 1.6459, 1.8213], [-2.1002, 1.2809, 3.4118], [-2.4429, -0.2971, 3.6095], [-1.6342, -0.8194, 5.2346], [0.1606, -0.8874, 4.7238], [0.9891, 0.2754, 4.7823], [2.1813, -0.1817, 4.2904], [2.0919, -1.5762, 3.9436], [0.7639, -2.0590, 4.2248], [-2.1198, 5.4455, -1.3535], [-3.8515, 5.8693, -1.8302], [-2.4592, 5.7294, -3.1377], [-3.6265, 3.5431, -3.4745], [-3.9242, 3.3944, -1.6006], [-1.2714, 3.4717, -1.3495], [-3.0161, 1.1280, -2.3738], [-2.7197, -0.5892, 0.0866], [-0.8488, -1.6952, 0.5976], [-2.0540, -2.7025, -2.1973], [-0.7482, -3.7558, -1.3101], [-3.5093, -4.1168, -1.0085], [-3.2208, -2.8245, 0.3411], [-1.3689, -4.2876, 1.4443], [-2.9897, -5.1844, 1.3831], [0.1096, -0.9017, -2.3272], [1.1952, -2.6806, -0.0423], [1.2460, -2.9100, -1.8625], [1.4139, 0.2150, 0.3231], [1.8614, 1.9760, -0.9784], [0.1416, 1.9179, 1.7515], [-0.3256, 0.1504, 1.6604], [-2.2582, 2.7752, 1.6862], [-2.9507, 1.0907, 1.3664], [-1.0920, 1.5749, 3.8549], [-2.9703, 1.8755, 3.8547], [-3.5568, -0.5235, 3.5815], [-1.8340, -0.8419, 2.8003], [2.9001, -2.2292, 3.4868], [7.2111, 0.8299, -2.4757], [7.6835, 1.7239, -3.1596], [5.9139, 0.4441, -2.5696], [7.9426, 0.1436, -1.5613], [5.5028, -0.2832, -2.0241], [5.3399, 0.9292, -3.2394], [8.9110, 0.4011, -1.4620], [7.5736, -0.5942, -0.9898]],
  "forces_ev_per_angstrom": [[0.35, -0.52, -0.41], [0.76, 0.30, 0.96], [-1.84, 1.21, -0.13], [-0.67, -0.03, 1.08], [1.83, -0.61, 1.63], [-1.41, 0.01, 0.48], [1.30, 1.52, 0.45], [1.13, 0.02, -0.21], [-1.28, -0.13, 0.24], [1.10, -0.25, 0.33], [-0.93, 0.38, 0.26], [-0.37, 1.37, 0.71], [0.43, -0.98, -0.93], [-0.54, 0.13, 0.08], [0.10, 1.47, -4.41], [-1.42, -2.58, 5.36], [-0.86, 0.25, -1.12], [1.82, 0.26, -0.46], [-0.89, -0.74, 1.43], [-0.99, -2.30, -0.81], [-0.39, 0.60, 1.61], [0.00, -0.19, 0.98], [-1.05, -0.04, -1.18], [2.08, 1.29, -0.64], [1.30, -0.54, -1.08], [0.22, 2.52, 0.16], [-1.89, -6.18, -1.14], [0.13, -4.83, -1.42], [-1.51, 4.21, 1.51], [1.96, 3.88, 0.33], [-1.19, -0.25, -1.08], [1.34, -0.75, -0.80], [-0.84, -0.22, 1.45], [0.54, 0.30, 1.56], [1.03, 0.36, -1.41], [-0.44, -1.36, -1.17], [0.86, 0.20, 0.36], [0.00, 0.46, -0.76], [-0.36, -0.08, -1.56], [1.25, -0.33, 1.44], [-0.91, 1.27, 0.04], [1.12, 0.72, 1.25], [0.31, -1.16, -0.88], [-1.01, -0.84, -1.36], [1.30, 0.78, -1.12], [0.22, 0.25, 1.62], [0.83, 0.74, -1.13], [0.61, 1.24, 1.23], [-1.53, 0.46, -0.96], [-0.28, -0.85, -0.76], [-1.15, -1.15, -0.87], [-0.73, 1.49, -0.60], [0.54, -1.78, 0.07], [1.24, 0.70, 0.27], [-1.51, -0.52, -0.29], [1.49, -0.68, -0.32], [1.60, 0.16, 0.22], [-1.36, 0.40, 1.06], [-1.47, 0.91, 0.86], [0.22, 0.44, -0.36], [-0.08, -0.13, 0.13], [-0.58, 0.23, -0.30], [0.61, -0.22, 0.46], [-0.08, -0.15, 0.04], [0.10, -0.14, 0.11], [-0.18, -0.06, -0.02], [0.01, 0.06, -0.08]],
  "nbo_charge": [-0.6247, -0.4322, -0.1081, 0.0808, -0.5030, 0.8103, -0.6970, -0.0329, -0.4389, -0.4122, -0.3706, -0.0793, -0.2660, -0.5149, 0.5215, -0.4874, -0.0199, 0.2378, -0.6986, -0.5269, -0.2446, -0.4383, -0.4203, -0.5223, 0.2490, 0.2844, -0.2531, -0.2639, 0.2282, -0.4199, 0.2084, 0.2440, 0.2371, 0.2417, 0.2142, 0.2663, 0.4590, 0.4147, 0.1951, 0.2385, 0.2461, 0.2460, 0.1933, 0.2130, 0.2404, 0.2543, 0.2366, 0.2768, 0.2060, 0.4860, 0.2519, 0.1943, 0.2388, 0.1850, 0.2477, 0.2341, 0.2540, 0.1972, 0.2448, 0.7655, -0.6589, -0.8495, -0.8489, 0.3878, 0.4071, 0.4109, 0.3835]
}



No. 3
{
  "formula": "S2",
  "method": "wB97M-V/def2-TZVPD",
  "homo_energy_ev": -9.453,
  "max_force_ev_per_a": 2.84,
  "mol_weight_g_mol": 64.13,
  "relative_energy_kj_mol": 710.6,
  "orbital_gap_ev": 4.2,
  "charge": 0,
  "species": ["S", "S"],
  "coordinates": [[0.1510, 1.4462, 1.0097], [-0.1510, -1.4462, -1.0097]],
  "forces_ev_per_angstrom": [[-0.24, -2.32, -1.62], [0.24, 2.32, 1.62]],
  "nbo_charge": [0.0000, 0.0000]
}